# C44H66I2N2O18P2S

6 unconnected molecules or ions with the total composition C44H66I2N2O18P2S in a non-equilibrium geometry (ωB97M-V with the def2-TZVPD basis set, the Open Molecules 2025 dataset).

The geometry in XYZ format:
```
135
Properties=species:S:1:pos:R:3:forces:R:3:mulliken_charge:R:1
C -1.56227 -5.66263 -2.83217 0.1028 0.0002 0.3441 -1.3552
C -2.67259 -4.92386 -2.15205 -0.2184 -0.1056 -0.0165 0.5858
I -4.04339 -6.17272 -1.19381 -0.1657 0.0306 0.0097 0.0253
C -2.83458 -3.60534 -2.17988 -0.0739 -0.0689 -0.0443 -0.5048
I -1.51131 -2.44662 -3.31649 0.2167 0.0490 -0.2109 0.1423
N -3.84566 -2.88225 -1.48970 -0.6207 0.1974 0.4613 0.5936
C -3.64478 -2.82379 -0.05438 0.8741 0.8764 -0.8244 -1.0785
O -4.16423 -3.48775 0.76215 -0.4777 -1.2456 1.1110 -0.4883
C -2.82761 -1.60172 0.18924 0.6070 0.3209 0.3991 0.9000
C -1.96283 -1.30492 1.24394 -0.2212 0.3759 -0.4975 0.9791
P -1.65576 -2.53399 2.52632 -0.6296 -0.0744 0.3762 0.3627
O -2.51193 -2.42081 3.73124 0.1045 0.0486 0.0331 -0.6431
C -1.34918 -0.03949 1.23934 -0.3451 -0.2502 -0.4594 -0.2959
O -0.46973 0.21731 2.27630 -0.1843 0.7053 -0.5269 -0.0605
C -1.13189 0.41289 3.55771 0.4056 -0.0892 0.0127 0.2606
C -0.38381 1.36861 4.45715 0.3003 -0.3316 -0.1347 -1.0309
N 0.84044 0.77168 4.99380 -0.1537 -0.1729 -0.2445 -0.2736
C 2.10944 1.43289 4.73517 -0.1716 0.0584 0.5439 -0.3510
C 3.23052 0.42488 4.60524 -0.0047 -0.0501 -0.1748 0.2969
C 3.06635 -0.44644 3.35340 -0.2706 0.1269 0.2377 -0.7395
O 4.43222 1.18192 4.59508 0.0036 0.1668 0.0029 -0.5319
C -1.61952 0.91507 0.19320 -0.6465 -0.7186 0.3593 0.8090
C -0.87520 2.22160 0.17939 0.4758 -0.6302 0.2898 -0.9036
C 0.14227 2.17412 -0.96447 0.0622 0.4082 0.6714 0.9920
O -0.15717 1.61267 -1.97568 -0.2177 -0.5620 -1.0715 -0.6237
C 1.47451 2.79281 -0.80617 0.8551 0.5570 -0.2616 0.4029
C 2.00895 3.15382 0.43415 0.4797 0.2036 -0.5605 -0.1325
C 3.29222 3.70795 0.52470 -0.1951 -0.1437 -0.6580 -0.8592
C 4.05026 3.91604 -0.63599 -0.6534 -0.3348 -0.0349 -0.5219
C 3.52101 3.56549 -1.88551 -0.7869 -0.2391 0.4641 -0.7264
C 2.23897 3.01105 -1.97492 0.4218 0.1175 0.7909 -0.5712
C -2.54723 0.57998 -0.84172 0.4662 0.0877 0.6705 0.9619
P -3.12305 1.70507 -2.19151 -0.3275 -0.2928 -0.8881 0.8090
O -4.69014 1.78739 -1.90154 0.4385 0.0105 0.4300 -0.5861
O -2.62079 3.20021 -1.90333 0.1390 0.0604 0.4570 -0.5776
S -2.73554 1.17206 -3.97968 0.0796 -0.0215 0.2193 -0.3316
C -3.08959 -0.71695 -0.83376 0.1512 0.3676 0.2281 -0.1165
C -3.99273 -1.44735 -1.78774 1.2981 -0.5622 0.7180 -0.9712
O -4.77044 -1.02338 -2.54596 -1.2465 0.6074 -1.4983 -0.4596
H -1.59282 -6.70797 -2.55711 -0.0540 -0.2025 -0.1414 0.4311
H -0.60145 -5.28172 -2.49233 0.1534 0.1534 -0.1622 0.3448
H -1.63902 -5.56464 -3.91092 0.0433 0.0019 -0.1595 0.3284
H -0.28383 -2.40041 2.78128 0.1535 -0.0834 -0.1673 0.0005
H -1.80224 -3.74254 1.83911 0.2418 -0.0535 -0.1436 0.0682
H -1.18292 -0.54003 4.08055 -0.2350 -0.1350 -0.0199 0.5816
H -2.13807 0.74997 3.35461 -0.2615 0.0677 0.1128 -0.9420
H -1.06946 1.57649 5.27999 -0.1025 0.3038 0.0517 0.3549
H -0.16927 2.29011 3.91624 0.0514 0.2101 0.0519 0.4471
H 0.88617 -0.19507 4.70586 0.0365 -0.0620 -0.0142 0.2617
H 2.09302 2.04605 3.84230 -0.0461 0.2012 -0.5202 -0.0292
H 2.35209 2.09578 5.56632 0.0475 0.1272 0.0720 0.3019
H 3.20200 -0.21087 5.49476 0.1395 -0.0791 0.1113 0.1889
H 2.80308 -1.46544 3.62142 0.0820 -0.1959 -0.0520 0.2399
H 3.97948 -0.46099 2.76744 0.1601 -0.0965 -0.0880 0.4043
H 2.26627 -0.06261 2.72410 -0.0239 0.0756 -0.1961 -0.0584
H 5.10709 0.71131 4.09886 0.0870 -0.0787 0.1529 0.3014
H -1.52791 3.07059 0.04651 -0.0043 0.1828 -0.1055 0.3944
H -0.34800 2.36263 1.10817 -0.0390 -0.0684 0.3864 -0.2061
H 1.42810 2.99761 1.32297 -0.0032 -0.0179 0.3494 0.2672
H 3.68977 3.96823 1.49357 0.0779 0.0304 0.0775 0.4731
H 5.04770 4.32459 -0.60049 0.0966 0.0333 0.1341 0.4170
H 4.09199 3.71754 -2.78775 0.1607 0.0601 -0.0227 0.5019
H 1.82159 2.72565 -2.92747 -0.0667 -0.0120 -0.0862 0.5339
H -4.87863 2.07422 -0.98653 -0.6069 0.0439 -0.1072 0.4050
H -3.09097 3.60196 -1.16016 -0.1045 0.1474 -0.1355 0.3993
C -1.84933 0.80035 -8.66595 0.0608 -0.1193 -0.0360 -1.1507
C -1.47929 0.64284 -7.20546 -0.0584 0.1135 -0.1320 -0.1607
O -0.99115 -0.67091 -6.90833 -0.0691 -0.0543 0.1398 -0.2680
C 0.28024 -1.04822 -7.12588 0.0320 -0.0030 -0.1709 0.7779
C 1.20887 -0.14182 -7.90423 0.0298 0.1855 0.2395 -1.0539
O 0.63451 -2.12828 -6.73828 0.0280 -0.0196 0.0679 -0.5721
H -0.98815 0.67219 -9.32205 0.0161 0.0526 0.0074 0.3133
H -2.26943 1.79086 -8.84127 -0.0146 0.0084 0.0179 0.3690
H -2.59160 0.05282 -8.94562 -0.0336 0.0183 0.0153 0.3207
H -0.76710 1.39799 -6.87096 0.0188 -0.0080 -0.0050 0.4123
H -2.36386 0.74936 -6.58370 0.0045 -0.0367 -0.0027 0.1158
H 1.24216 -0.49039 -8.93557 -0.0025 -0.0140 -0.0148 0.2872
H 2.20289 -0.23414 -7.47467 0.0229 -0.1199 -0.0506 0.3004
H 0.92953 0.90799 -7.89317 -0.0503 -0.0247 -0.0673 0.3467
C 8.03359 0.01642 0.10585 0.0530 0.1175 -0.0241 -1.0355
C 6.70352 0.44338 -0.47922 0.0464 -0.1631 0.0394 -0.3114
O 6.69585 1.81953 -0.86880 -0.1040 0.0771 0.0784 -0.2570
C 7.17516 2.25992 -2.04667 0.0996 -0.0058 0.0065 0.8207
C 7.94553 1.32039 -2.94470 -0.2475 -0.1343 -0.0698 -1.1475
O 7.00888 3.41604 -2.32833 -0.0189 0.0317 -0.0417 -0.5593
H 8.84093 0.10059 -0.62129 -0.0113 -0.0487 -0.0298 0.3050
H 7.98222 -1.01913 0.44242 -0.0136 -0.0050 0.0073 0.3697
H 8.28810 0.64713 0.95766 -0.0234 -0.0245 0.0203 0.3187
H 6.39198 -0.18940 -1.31162 0.0377 0.0077 -0.0197 0.3596
H 5.92457 0.37431 0.27840 -0.0350 0.0500 -0.0135 0.1974
H 9.00939 1.49476 -2.78969 0.0187 0.0087 0.0045 0.2924
H 7.70034 1.56575 -3.97457 0.0738 0.1079 -0.0038 0.3137
H 7.73176 0.26698 -2.78572 0.0632 0.0141 0.0651 0.3574
C -5.00775 0.61933 3.54403 -0.0099 0.0216 -0.1349 -0.9142
C -4.59026 2.00451 3.09364 -0.0182 -0.1917 0.2389 -0.2986
O -4.91521 2.24592 1.71752 0.0259 0.1843 -0.1146 -0.3579
C -6.14683 2.62710 1.32666 -0.0687 -0.3179 0.1833 0.9702
C -7.28309 2.64752 2.31467 0.0771 0.3167 0.1184 -1.2516
O -6.30961 2.87870 0.16175 0.1854 0.0596 -0.1737 -0.6607
H -6.08718 0.48486 3.48636 -0.0211 0.0464 0.0588 0.3723
H -4.69663 0.44627 4.57445 0.0338 -0.0194 -0.0117 0.3867
H -4.55171 -0.14401 2.91337 0.0951 -0.0306 0.0364 0.2111
H -5.00626 2.79044 3.72482 -0.0268 0.0055 -0.0320 0.4096
H -3.50810 2.10963 3.13429 -0.0284 0.0746 -0.0563 0.1618
H -7.84976 1.72461 2.19928 -0.0049 -0.0167 -0.0179 0.2958
H -7.92905 3.48482 2.06405 -0.0593 -0.0622 -0.1089 0.3713
H -6.97694 2.75027 3.35153 -0.0075 -0.0918 -0.0197 0.3667
C 4.92498 0.12034 9.69378 -0.0195 -0.0154 -0.1240 -0.9011
C 6.43572 0.08224 9.59014 -0.0790 0.0269 0.1232 -0.4236
O 6.88216 -0.27284 8.27917 0.0868 -0.0408 0.0066 -0.3649
C 6.98414 0.62386 7.27585 -0.1448 0.0188 -0.0976 0.7364
C 6.44217 2.02242 7.45806 0.1933 0.0852 0.1606 -0.7199
O 7.46011 0.25820 6.23568 -0.0021 0.0210 -0.0269 -0.5822
H 4.49351 0.87777 9.03956 0.0159 0.0438 0.0291 0.2480
H 4.62164 0.33836 10.71797 0.0112 -0.0065 0.0140 0.3508
H 4.50698 -0.84371 9.40471 0.0043 -0.0184 0.0319 0.2926
H 6.89572 1.01833 9.90956 -0.0225 0.0189 -0.0218 0.3549
H 6.83321 -0.70111 10.23276 0.0259 -0.0257 -0.0243 0.3159
H 5.45686 2.05771 6.99297 0.0072 0.0068 -0.0572 0.0512
H 7.09919 2.70879 6.93036 -0.0481 -0.0493 -0.1464 0.3082
H 6.36816 2.35848 8.48881 -0.0783 -0.0830 0.0054 0.3393
C -7.11544 -3.44195 -4.45742 -0.0441 -0.1730 -0.0188 -1.1935
C -5.62456 -3.55952 -4.68514 -0.0144 0.1055 -0.0186 0.6378
O -5.17249 -4.92187 -4.68173 0.0970 0.0344 0.0661 -0.2078
C -5.23777 -5.72039 -5.76051 -0.0991 -0.0509 -0.0280 0.7156
C -5.98105 -5.25684 -6.99448 0.2027 0.1774 -0.0580 -0.9685
O -4.73502 -6.80992 -5.70079 0.0185 -0.0090 -0.0163 -0.5933
H -7.68895 -3.92017 -5.25260 0.0073 0.0461 -0.0393 0.3799
H -7.40275 -2.39183 -4.40648 0.0278 0.0165 0.0187 0.3515
H -7.38595 -3.92471 -3.51813 0.0154 0.0362 0.0307 0.3323
H -5.29921 -3.05305 -5.59519 -0.0221 -0.0282 -0.0218 0.2987
H -5.09404 -3.09456 -3.86128 0.0396 -0.0151 0.0419 -0.5793
H -6.97596 -5.69988 -6.98134 -0.0168 -0.0127 0.0049 0.2711
H -5.44672 -5.62888 -7.86469 -0.0383 -0.1231 0.0174 0.3036
H -6.07440 -4.17847 -7.08701 -0.0743 -0.0139 0.0530 0.3246
```
Forces are in eV/Å.

Values from the calculation:
energy above the lowest of the compared OMol25 structures with the same formula, charge and spin	0.00	kJ/mol
Kohn-Sham gap	7.29	eV
E_HOMO	-8.080	eV
strongest force on any atom	2.0	eV/A
electronic energy	-132148.7909	eV
SMILES	C/C(I)=C(\I)N1C(=O)c2c([PH2]=O)c(OCCNC[C@@H](C)O)c(CC(=O)c3ccccc3)c(P(O)(O)=S)c2C1=O.CCOC(C)=O.CCOC(C)=O.CCOC(C)=O.CCOC(C)=O.CCOC(C)=O
2S+1	1